The following is a DFT calculation (ωB97M-V/def2-TZVPD) of a single C4H8O molecule.

Its energy relative to the best compared isomer or geometry (same formula, charge and spin) is 27.51 kJ/mol. For the LUMO energy, the calculation gives 1.0 eV. For the maximum force, the calculation gives 0.5 eV Å⁻¹. For the highest occupied orbital energy, the calculation gives -9.79 eV. The value obtained for the frontier orbital gap is 10.76 eV. Its SMILES is CC(C)C=O.

Geometry (Å):
C1 -1.319 0.241 0.474
C2 -0.046 0.168 -0.369
C3 0.631 -1.216 -0.400
C4 0.992 1.155 0.122
O1 0.822 1.959 1.007
H1 -2.071 -0.450 0.077
H2 -1.123 -0.013 1.521
H3 -1.728 1.255 0.464
H4 -0.295 0.451 -1.403
H5 1.234 -1.341 -1.306
H6 -0.104 -2.027 -0.368
H7 1.297 -1.344 0.461
H8 1.990 1.050 -0.349

Results of the Mulliken charge analysis, in e, for atoms 1 through 2: number 1, C, carries -1.367; number 2, C, carries 0.695